C22H21Br9N4O8 | ωB97M-V/def2-TZVPD

Last column: Löwdin charge in e.
Geometry (Å):
C1 0.882 -19.852 -8.154  0.046
N1 2.265 -19.466 -7.722  -0.460
O1 2.606 -18.305 -7.630  0.066
O2 2.955 -20.417 -7.446  0.057
H1 0.287 -20.173 -7.299  0.100
H2 1.032 -20.663 -8.867  0.098
H3 0.445 -18.952 -8.587  0.093
C2 9.475 -15.515 -2.857  -0.078
C3 10.057 -15.140 -1.636  -0.070
C4 11.149 -14.282 -1.641  -0.017
C5 11.734 -13.819 -2.841  -0.098
C6 11.116 -14.245 -4.047  -0.005
C7 10.008 -15.084 -4.060  -0.073
N2 12.943 -12.922 -2.805  -0.387
O3 13.794 -13.068 -1.989  0.098
O4 13.034 -12.080 -3.649  0.087
H4 8.630 -16.186 -2.800  0.104
H5 9.620 -15.523 -0.725  0.105
H6 11.509 -13.991 -0.665  0.114
H7 11.590 -13.899 -4.954  0.113
H8 9.436 -15.321 -4.945  0.108
C8 0.368 -10.250 -3.864  -0.093
C9 0.450 -8.908 -4.075  -0.083
C10 1.322 -8.377 -5.027  0.009
C11 2.161 -9.262 -5.731  -0.142
C12 2.129 -10.615 -5.509  0.011
C13 1.233 -11.097 -4.514  -0.051
N3 3.073 -8.623 -6.710  -0.342
O5 3.048 -7.421 -6.879  0.069
O6 3.890 -9.293 -7.343  0.060
H9 -0.471 -10.500 -3.231  0.112
H10 -0.149 -8.180 -3.547  0.109
H11 1.412 -7.303 -5.093  0.116
H12 2.753 -11.258 -6.112  0.119
H13 1.176 -12.161 -4.338  0.105
C14 -6.969 -29.063 -1.958  -0.081
C15 -6.835 -28.456 -3.216  -0.048
C16 -5.821 -27.501 -3.359  -0.012
C17 -4.885 -27.235 -2.379  -0.134
C18 -5.095 -27.820 -1.122  -0.003
C19 -6.122 -28.725 -0.936  -0.081
N4 -3.729 -26.319 -2.577  -0.332
O7 -3.639 -25.700 -3.649  0.061
O8 -3.034 -26.117 -1.605  0.081
H14 -7.720 -29.836 -1.891  0.106
H15 -7.512 -28.835 -3.966  0.105
H16 -5.640 -26.985 -4.290  0.113
H17 -4.391 -27.640 -0.322  0.116
H18 -6.266 -29.210 0.018  0.109
C20 -2.804 -18.060 -2.047  -1.517
Br1 -1.000 -18.793 -2.112  0.551
Br2 -3.455 -17.358 -3.721  0.558
Br3 -2.926 -16.609 -0.558  0.438
H19 -3.503 -18.854 -1.784  -0.030
C21 -3.806 -23.403 -11.727  -1.439
Br4 -2.961 -22.181 -13.070  0.500
Br5 -4.609 -22.386 -10.228  0.508
Br6 -2.343 -24.604 -10.933  0.452
H20 -4.577 -24.019 -12.189  -0.022
C22 9.432 -23.696 -8.430  -1.480
Br7 10.464 -22.005 -8.407  0.502
Br8 10.509 -24.957 -7.333  0.500
Br9 9.146 -24.386 -10.299  0.500
H21 8.474 -23.476 -7.961  -0.022

- ΔE to the lowest compared entry with this formula, charge and spin (kcal per mole) = 17.92
- F_max (eV Å⁻¹) = 2.61
- frontier orbital gap (eV) = 9.2
- DFT total energy (eV) = -675862.9938
- 2S+1 = 1
- LUMO energy (eV) = -0.753

***

C7H12N2O2S | ωB97M-V/def2-TZVPD

Last column: Löwdin charge in e.
Geometry (Å):
C1 0.116 2.005 1.255  -0.016
C2 0.011 -0.129 0.282  -0.393
C3 0.582 -0.998 -1.850  -0.658
C4 0.719 1.514 2.454  -0.129
C5 0.346 0.016 2.633  -0.097
C6 -0.745 1.746 -0.950  0.015
C7 -0.754 -2.816 -2.797  0.098
N1 0.235 -0.773 1.388  0.166
N2 -0.203 1.209 0.264  -0.041
O1 -0.296 -0.977 -0.730  0.082
O2 0.222 -1.752 -2.800  0.054
S1 1.875 0.029 -1.789  1.227
H1 0.037 3.117 1.227  0.183
H2 1.801 1.453 2.307  0.139
H3 0.651 2.102 3.415  0.173
H4 1.248 -0.332 3.344  0.190
H5 -0.633 0.015 3.144  0.143
H6 -1.333 0.927 -1.421  0.124
H7 0.064 1.885 -1.728  0.092
H8 -1.303 2.670 -0.931  0.128
H9 -1.483 -2.888 -1.985  0.128
H10 -0.173 -3.647 -2.615  0.107
H11 -1.299 -2.598 -3.610  0.091
H12 0.314 -1.779 1.493  0.194

- total charge = +2
- F_max (eV Å⁻¹) = 3.83
- frontier orbital gap (alpha / beta) (eV) = 6.7 / 6.3
- DFT total energy (eV) = -25341.6904
- 2S+1 = 3
- LUMO energy (alpha / beta) (eV) = -8.522 / -12.146

***

C9H14O | ωB97M-V/def2-TZVPD

Last column: Löwdin charge in e.
Geometry (Å):
C1 -0.135 1.922 2.626  -0.180
C2 0.986 2.740 2.011  -0.177
H1 -0.904 1.573 1.936  0.064
H2 0.324 0.975 2.934  0.060
H3 -0.638 2.290 3.518  0.051
H4 1.356 2.304 1.090  0.055
H5 1.850 2.722 2.672  0.052
H6 0.685 3.773 1.821  0.054
C3 0.108 -3.074 0.389  -0.112
C4 -1.620 -0.522 -1.920  -0.114
C5 -0.552 0.292 -2.210  -0.399
C6 -1.433 -1.578 -0.962  -0.147
C7 -0.135 -1.865 -0.459  -0.387
C8 0.773 0.014 -1.816  -0.119
C9 0.898 -1.067 -0.874  -0.151
O1 -0.806 1.250 -3.196  -0.037
H7 -2.571 -0.349 -2.400  0.077
H8 -2.188 -2.353 -0.882  0.052
H9 1.601 0.575 -2.236  0.049
H10 -0.046 1.773 -3.456  0.065
H11 0.068 -4.007 -0.175  0.059
H12 -0.622 -3.139 1.205  0.056
H13 1.899 -1.217 -0.465  0.073
H14 1.102 -3.030 0.849  0.056

- ΔE to the lowest compared entry with this formula, charge and spin (kcal per mole) = 6.88
- total charge = -1
- F_max (eV Å⁻¹) = 1.61
- frontier orbital gap (alpha / beta) (eV) = 3.0 / 6.9
- DFT total energy (eV) = -11606.0199
- 2S+1 = 2
- LUMO energy (alpha / beta) (eV) = 3.768 / 3.703

***

C23H39GeIN2O2PdSi3 | ωB97M-V/def2-TZVPD

Last column: Löwdin charge in e.
Geometry (Å):
Pd1 1.242 -1.287 0.862  0.630
O1 -4.883 -6.086 1.233  0.159
C1 -4.498 -5.158 0.351  -0.483
O2 -5.274 -4.611 -0.374  0.160
C2 -3.038 -4.774 0.316  -0.109
C3 -2.508 -4.437 -0.924  0.020
C4 -1.223 -3.932 -1.017  -0.014
C5 -0.488 -3.739 0.147  -0.282
C6 -0.992 -4.096 1.389  -0.021
C7 -2.269 -4.634 1.466  0.014
N1 0.797 -3.102 0.047  -0.018
C8 1.702 -3.599 -0.706  -0.014
C9 2.929 -2.839 -0.941  -0.239
C10 3.993 -3.358 -1.648  0.043
C11 5.133 -2.574 -1.810  0.018
C12 5.152 -1.309 -1.256  0.008
C13 4.034 -0.857 -0.561  -0.098
N2 2.939 -1.594 -0.408  -0.015
H1 -4.138 -6.575 1.614  0.128
H2 -3.125 -4.553 -1.806  0.141
H3 -0.804 -3.657 -1.978  0.122
H4 -0.380 -3.985 2.277  0.116
H5 -2.672 -4.909 2.433  0.135
H6 1.551 -4.566 -1.182  0.167
H7 3.938 -4.358 -2.059  0.141
H8 5.987 -2.954 -2.355  0.139
H9 6.018 -0.669 -1.348  0.132
H10 4.027 0.128 -0.111  0.104
C14 -1.945 2.012 -2.199  -0.192
Si1 -1.310 0.491 -1.342  0.363
C15 -0.108 -0.436 -2.413  -0.192
C16 -2.595 -0.547 -0.509  -0.175
Ge1 0.156 1.762 0.221  0.698
Si2 2.028 3.323 -0.315  0.339
C17 1.231 4.962 -0.663  -0.195
C18 2.727 2.563 -1.862  -0.199
C19 3.170 3.316 1.150  -0.219
Si3 -1.629 3.467 1.873  0.607
C20 -2.651 2.136 2.625  -0.176
C21 -0.359 4.269 2.932  -0.182
C22 -2.412 4.510 0.581  -0.162
H11 -2.506 1.679 -3.080  0.070
H12 -1.155 2.672 -2.568  0.043
H13 -2.634 2.590 -1.584  0.021
H14 -0.678 -0.790 -3.280  0.066
H15 0.312 -1.303 -1.912  -0.010
H16 0.701 0.188 -2.794  0.037
H17 -3.224 -0.998 -1.283  0.068
H18 -3.257 0.033 0.133  0.033
H19 -2.157 -1.367 0.063  0.012
H20 0.475 4.898 -1.448  0.041
H21 2.018 5.622 -1.042  0.065
H22 0.800 5.450 0.212  0.026
H23 2.050 2.685 -2.709  0.046
H24 2.970 1.503 -1.759  0.007
H25 3.651 3.094 -2.114  0.063
H26 2.685 3.699 2.050  0.030
H27 4.008 3.988 0.936  0.063
H28 3.600 2.336 1.365  0.013
H29 -2.113 1.509 3.334  0.034
H30 -3.139 1.521 1.870  0.028
H31 -3.449 2.641 3.186  0.075
H32 0.188 3.584 3.576  0.021
H33 -0.929 4.935 3.596  0.076
H34 0.332 4.904 2.378  0.033
H35 -3.204 3.987 0.049  0.042
H36 -1.708 4.943 -0.128  0.037
H37 -2.876 5.350 1.116  0.076
I1 1.114 0.607 2.704  1.094
C23 -0.125 -1.130 2.260  -0.586
H38 -1.123 -0.768 2.033  -0.022
H39 -0.080 -1.807 3.108  0.002

- ΔE to the lowest compared entry with this formula, charge and spin (kcal per mole) = 0.00
- total charge = +3
- F_max (eV Å⁻¹) = 0.57
- frontier orbital gap (alpha / beta) (eV) = 6.6 / 5.1
- DFT total energy (eV) = -123263.8997
- 2S+1 = 2
- LUMO energy (alpha / beta) (eV) = -9.877 / -11.372